No. 1
Here is an isolated ion of composition C2H8ClN2O2 and charge +1 at a distorted geometry from OMol25. Energies are from ωB97M-V/def2-TZVPD.

CARTESIAN COORDINATES (ANGSTROEM)
C  -0.8519  -0.1735  0.6876
C  0.0821  0.0272  -0.4775
N  -0.6938  0.1189  -1.7434
N  -0.0126  -0.3628  1.8584
O  0.9986  -0.9577  -0.4605
O  0.7138  1.1805  -0.0686
Cl  1.6420  1.8410  -1.4939
H  -1.3890  0.7808  0.8094
H  -1.4282  -1.0608  0.2965
H  -1.0726  1.0056  -1.9551
H  -0.2192  -0.3829  -2.5094
H  -0.5585  -0.9087  2.4542
H  0.3598  0.5492  2.0198
H  0.6793  -1.0172  1.5765
H  1.7502  -0.6398  -0.9939

* relative energy (zero: lowest compared OMol25 entry of this formula, charge and spin): 3.453 eV
* SMILES string: N[C@](O)(C[NH3+])OCl
* HOMO-LUMO gap: 9.19 eV
* net charge: +1
* HOMO level: -14.20 eV
* E_tot: -800.84865 hartree
* E_LUMO: -5.01 eV
* maximum force: 0.0834 hartree/bohr

***

No. 2
Here is C2H8CuN8O14 as an isolated structure at a distorted geometry from OMol25. Energies are from ωB97M-V/def2-TZVPD.

CARTESIAN COORDINATES (ANGSTROEM)
Cu  -10.4659  -0.6029  24.8397
N  -14.5632  2.9930  23.6913
O  -13.4665  2.4745  23.6708
O  -15.4309  2.4891  22.9794
O  -14.7933  3.9965  24.3825
N  -6.7239  1.3459  21.2170
O  -6.6830  1.0482  20.0360
O  -7.5011  0.8462  22.0572
O  -5.9391  2.2627  21.5454
N  -9.9769  3.0681  28.8471
O  -9.0424  3.5855  29.4348
O  -11.0086  3.7123  28.6786
O  -9.8405  1.9210  28.3328
N  -13.1274  -3.7252  21.2356
O  -13.4990  -4.9037  21.1031
O  -12.0197  -3.4337  21.7252
O  -13.8558  -2.8225  20.8648
C  -8.5465  -5.9701  26.3799
O  -8.8318  -4.7870  26.4391
N  -9.3254  -6.9606  26.6583
N  -7.2946  -6.4021  26.1801
H  -9.0334  -7.9270  26.6282
H  -10.2975  -6.6980  26.7367
H  -6.8602  -5.9130  25.4106
H  -7.1173  -7.3724  26.3973
C  -14.5021  -3.3560  27.4161
O  -13.9867  -2.4471  26.8219
N  -14.9063  -3.3550  28.6285
N  -14.6837  -4.5234  26.8607
H  -14.8560  -2.6372  29.3373
H  -15.4392  -4.1693  28.8987
H  -14.7761  -4.4639  25.8567
H  -14.8905  -5.4291  27.2570

* <S²>: 0.76
* relative energy (zero: lowest compared OMol25 entry of this formula, charge and spin): 3.793 eV
* HOMO-LUMO gap (alpha / beta): 3.59 / 1.72 eV
* net charge: -2
* HOMO level (alpha / beta): -2.68 / -2.68 eV
* E_tot: -3212.30656 hartree
* E_LUMO (alpha / beta): 0.90 / -0.95 eV
* maximum force: 0.1276 hartree/bohr
* multiplicity: 2

***

No. 3
Here is an isolated ion of composition C2H8FN2 and charge +1 at a distorted geometry from OMol25. Energies are from ωB97M-V/def2-TZVPD.

CARTESIAN COORDINATES (ANGSTROEM)
C  -0.9560  -0.8284  0.4090
C  -0.2739  0.4697  0.1825
N  -0.0864  1.0346  -1.2752
N  1.2197  0.2603  0.5352
F  0.6065  0.0005  -1.9359
H  -1.8010  -1.0168  -0.2301
H  -1.2052  -1.0846  1.4160
H  -0.3906  -1.6399  0.0028
H  -0.8271  1.3429  0.7272
H  -0.9791  0.9079  -1.8100
H  1.5729  0.8234  1.4147
H  1.8640  0.4546  -0.1664
H  1.2563  -0.7241  0.7302

* relative energy (zero: lowest compared OMol25 entry of this formula, charge and spin): 2.097 eV
* SMILES string: C[C@@H]([NH3+])NF
* HOMO-LUMO gap: 11.68 eV
* net charge: +1
* HOMO level: -15.48 eV
* E_tot: -290.01670 hartree
* E_LUMO: -3.80 eV
* maximum force: 0.0989 hartree/bohr

***

No. 4
Here is a 2-piece molecular cluster, C2H8N overall at a distorted geometry from OMol25. Energies are from ωB97M-V/def2-TZVPD.

CARTESIAN COORDINATES (ANGSTROEM)
N  0.5128  0.1777  1.8190
H  0.4126  -0.2994  0.9537
H  -0.0589  -0.1136  2.6160
H  1.4346  -0.0693  2.1189
H  0.2992  1.1307  1.5745
C  0.1563  -0.3155  -1.6627
C  -0.8963  0.1492  -0.9612
H  1.1933  -0.0459  -1.6189
H  0.0697  -1.4394  -1.9211
H  -0.8100  0.9936  -0.2397
H  -1.6902  -0.4023  -0.4733

* relative energy (zero: lowest compared OMol25 entry of this formula, charge and spin): 2.292 eV
* HOMO-LUMO gap: 10.33 eV
* net charge: +1
* HOMO level: -14.65 eV
* E_tot: -135.41658 hartree
* E_LUMO: -4.32 eV
* maximum force: 0.0817 hartree/bohr

***

No. 5
Here is a 2-piece molecular cluster, C2H8N overall at a distorted geometry from OMol25. Energies are from ωB97M-V/def2-TZVPD.

CARTESIAN COORDINATES (ANGSTROEM)
N  -3.2824  -0.8548  0.1091
H  -2.3070  -0.8010  -0.1946
H  -3.9699  -0.5890  -0.5997
H  -3.3913  -0.3335  0.9829
H  -3.4491  -1.8425  0.3316
C  2.7254  1.0299  0.0099
C  1.7801  0.1242  -0.1536
H  2.5826  1.9069  0.6222
H  3.6929  0.9493  -0.4692
H  0.9162  0.0584  0.5006
H  1.9341  -0.6719  -0.8641

* relative energy (zero: lowest compared OMol25 entry of this formula, charge and spin): 1.484 eV
* HOMO-LUMO gap: 7.95 eV
* net charge: +1
* HOMO level: -12.72 eV
* E_tot: -135.44628 hartree
* E_LUMO: -4.77 eV
* maximum force: 0.0207 hartree/bohr

***

No. 6
Here is a 2-piece molecular cluster, C2H8N2 overall at a distorted geometry from OMol25. Energies are from ωB97M-V/def2-TZVPD.

CARTESIAN COORDINATES (ANGSTROEM)
C  -0.1407  3.6962  -3.3462
H  0.0029  4.6045  -2.7583
H  -1.1624  3.3432  -3.2072
H  -0.1898  3.9381  -4.4367
H  0.5728  2.8998  -3.1851
N  0.0091  -2.9912  3.5221
C  0.1304  -2.7491  2.1410
N  -0.0996  -1.7107  1.4412
H  0.9412  -3.2455  3.8297
H  -0.3472  -2.1726  4.0044
H  0.2155  -3.6576  1.5233
H  0.0678  -1.9551  0.4717

* relative energy (zero: lowest compared OMol25 entry of this formula, charge and spin): 0.556 eV
* SMILES string: [H]/N=C/N.C
* HOMO-LUMO gap: 11.14 eV
* HOMO level: -10.08 eV
* E_tot: -190.47841 hartree
* E_LUMO: 1.07 eV
* maximum force: 0.0443 hartree/bohr